1.
# C21H19F3N4O2

One molecule with the formula C21H19F3N4O2 (wB97M-V/def2-TZVPD, OMol25).

Geometry as XYZ:
```
49
Properties=species:S:1:pos:R:3
O 0.146 -1.339 1.360
C -0.097 -1.270 0.168
N -1.416 -1.550 -0.172
C -2.421 -2.011 0.907
C -3.325 -0.810 1.342
C -4.423 -1.027 2.401
C -5.735 -0.956 2.016
C -6.726 -1.159 3.023
C -6.340 -1.476 4.365
C -4.971 -1.295 4.689
C -4.092 -1.074 3.754
C -1.991 -1.289 -1.584
C -3.137 -2.089 -2.044
C -1.694 -2.304 -2.715
N 0.833 -0.659 -0.697
N 0.840 -0.917 -2.067
C 1.818 -0.264 -2.516
C 2.627 0.251 -1.395
C 3.936 0.988 -1.517
C 4.572 1.430 -0.344
C 5.620 2.335 -0.390
C 6.100 2.956 -1.624
O 6.928 3.993 -1.612
C 7.591 4.487 -0.480
F 6.760 5.189 0.357
F 8.295 3.463 -0.008
F 8.473 5.378 -0.927
C 5.347 2.607 -2.785
C 4.389 1.575 -2.779
N 1.968 0.108 -0.296
H -1.924 -2.425 1.811
H -3.028 -2.843 0.653
H -2.599 0.008 1.586
H -3.729 -0.476 0.410
H -6.100 -0.862 1.043
H -7.767 -1.464 2.859
H -7.091 -1.635 5.191
H -4.672 -1.264 5.701
H -3.070 -0.890 4.172
H -2.004 -0.296 -2.022
H -3.439 -2.821 -1.331
H -3.784 -1.556 -2.680
H -0.946 -3.097 -2.423
H -1.602 -1.902 -3.752
H 2.171 -0.222 -3.562
H 4.278 1.016 0.619
H 6.048 2.570 0.630
H 5.514 3.360 -3.578
H 3.871 1.531 -3.758
```

## Properties
Kohn-Sham gap: 8.8 eV
Total charge: 0
SMILES: O=C(N(CCc1ccccc1)C1CC1)n1ncc(-c2ccc(OC(F)(F)F)cc2)n1
HOMO level: -8.75 eV
LUMO: 0.07 eV

Here are the Löwdin charges for atoms 1 to 4, given in e: number 1, O, carries 0.0595; number 2, C, carries -0.4344; number 3, N, carries 0.0405; number 4, C, carries -0.1079

***

2.
# C21H19FN2O3S

One molecule with the formula C21H19FN2O3S (wB97M-V/def2-TZVPD, OMol25).

Geometry as XYZ:
```
47
Properties=species:S:1:pos:R:3
O 3.356 2.905 -1.187
C 2.834 2.551 -0.154
C 1.451 3.033 0.294
C 0.532 1.890 -0.034
C 0.142 1.675 -1.351
C -0.588 0.556 -1.700
C -0.927 -0.389 -0.735
N -1.617 -1.548 -1.088
S -2.832 -2.198 -0.132
O -3.478 -3.160 -0.970
O -2.291 -2.609 1.124
C -3.909 -0.788 0.114
C -4.764 -0.432 -0.912
C -5.557 0.693 -0.779
C -5.459 1.435 0.388
F -6.220 2.534 0.521
C -4.609 1.082 1.423
C -3.824 -0.049 1.278
C -0.549 -0.178 0.586
C 0.170 0.952 0.926
N 3.383 1.656 0.698
C 4.454 0.762 0.300
C 3.925 -0.645 0.181
C 2.832 -0.897 -0.641
C 2.281 -2.163 -0.708
C 2.826 -3.196 0.036
C 3.924 -2.957 0.844
C 4.466 -1.685 0.922
H 1.447 3.260 1.360
H 1.193 3.925 -0.276
H 0.430 2.387 -2.110
H -0.877 0.397 -2.729
H -1.831 -1.643 -2.069
H -4.812 -1.053 -1.793
H -6.241 1.000 -1.554
H -4.573 1.685 2.316
H -3.159 -0.375 2.060
H -0.799 -0.919 1.326
H 0.454 1.100 1.959
H 2.830 1.345 1.482
H 5.265 0.810 1.034
H 4.822 1.130 -0.662
H 2.410 -0.092 -1.225
H 1.422 -2.343 -1.337
H 2.394 -4.184 -0.013
H 4.356 -3.760 1.423
H 5.317 -1.500 1.563
```

## Properties
Kohn-Sham gap: 9.2 eV
Total charge: 0
SMILES: O=C(Cc1ccc(NS(=O)(=O)c2ccc(F)cc2)cc1)NCc1ccccc1
HOMO level: -8.76 eV
LUMO: 0.42 eV
Energy relative to the best compared isomer or geometry (same formula, charge and spin): 0.0 kcal per mole

Here are the Löwdin charges for atoms 1 to 4, given in e: number 1, O, carries 0.0694; number 2, C, carries -0.5095; number 3, C, carries -0.0531; number 4, C, carries -0.2413

***

3.
# C21H19N3O2S

One molecule with the formula C21H19N3O2S (wB97M-V/def2-TZVPD, OMol25).

Geometry as XYZ:
```
46
Properties=species:S:1:pos:R:3
C 2.297 -4.906 -0.729
C 1.148 -4.036 -0.323
C 0.391 -4.379 0.796
C -0.745 -3.678 1.117
C -1.096 -2.532 0.398
C -2.348 -1.877 0.626
C -2.760 -0.834 -0.131
C -4.092 -0.174 -0.027
C -1.799 -0.276 -1.019
N -1.848 0.882 -1.636
N -0.646 1.123 -2.149
C 0.145 0.121 -1.863
S 1.872 0.243 -2.067
C 2.033 2.047 -1.761
C 1.437 2.390 -0.437
C 0.302 3.191 -0.361
C -0.290 3.439 0.861
C 0.246 2.893 2.025
C -0.423 3.175 3.311
O -1.417 3.846 3.439
O 0.185 2.607 4.368
C 1.387 2.095 1.953
C 1.972 1.847 0.728
N -0.541 -0.848 -1.170
C -0.230 -2.088 -0.628
C 0.816 -2.909 -1.075
C 1.500 -2.697 -2.390
H 2.060 -5.458 -1.639
H 3.186 -4.309 -0.924
H 2.523 -5.626 0.054
H 0.670 -5.247 1.376
H -1.387 -4.008 1.919
H -2.992 -2.285 1.392
H -4.646 -0.315 -0.954
H -3.960 0.897 0.110
H -4.664 -0.587 0.799
H 1.538 2.565 -2.580
H 3.109 2.222 -1.791
H -0.126 3.597 -1.264
H -1.178 4.049 0.934
H -0.299 2.834 5.177
H 1.800 1.671 2.854
H 2.845 1.213 0.665
H 0.962 -1.987 -3.012
H 1.542 -3.644 -2.926
H 2.522 -2.341 -2.266
```

## Properties
Kohn-Sham gap: 8.3 eV
Total charge: 0
SMILES: Cc1ccc2cc(C)c3nnc(SCc4ccc(C(=O)O)cc4)n3c2c1C
HOMO level: -7.89 eV
LUMO: 0.40 eV
Energy relative to the best compared isomer or geometry (same formula, charge and spin): 0.0 kcal per mole

Here are the Löwdin charges for atoms 1 to 4, given in e: number 1, C, carries -0.0447; number 2, C, carries -0.2289; number 3, C, carries -0.0381; number 4, C, carries -0.0262

***

4.
# C21H20AuFN5OS

C21H20AuFN5OS as an isolated structure (wB97M-V/def2-TZVPD, OMol25).

Geometry as XYZ:
```
50
Properties=species:S:1:pos:R:3
Au 0.104 0.394 -0.107
S -0.224 -1.576 1.026
C -1.406 -2.114 -0.269
N -2.480 -2.792 0.016
N -2.731 -3.221 1.227
C -3.918 -3.840 1.508
C -4.851 -4.039 0.477
C -6.062 -4.632 0.752
C -6.364 -5.034 2.050
C -5.437 -4.850 3.071
C -4.219 -4.256 2.813
N -1.141 -1.794 -1.493
N -0.226 -0.908 -1.817
C 0.395 -1.055 -3.014
C 0.049 -2.102 -3.899
C 0.687 -2.216 -5.111
C 1.681 -1.314 -5.480
C 2.028 -0.280 -4.615
C 1.397 -0.144 -3.398
H -2.044 -3.068 1.976
H -4.597 -3.698 -0.512
H -6.780 -4.775 -0.039
H -7.323 -5.476 2.270
H -5.674 -5.165 4.077
H -3.509 -4.088 3.610
H -0.732 -2.792 -3.610
H 0.412 -3.013 -5.786
H 2.173 -1.410 -6.437
H 2.799 0.418 -4.902
H 1.677 0.642 -2.713
C 2.106 3.438 -1.801
C 0.662 3.056 -1.926
N -0.046 3.689 -2.855
O 0.088 2.228 -1.202
H 2.480 3.844 -2.737
H 2.729 2.602 -1.490
H 2.182 4.215 -1.040
H 0.346 4.410 -3.438
H -1.030 3.475 -2.941
F -0.495 3.680 5.015
C -0.351 2.956 3.899
C -1.172 1.861 3.698
C -0.998 1.099 2.554
C -0.025 1.444 1.634
C 0.781 2.549 1.839
C 0.622 3.317 2.983
H -1.926 1.609 4.426
H -1.617 0.228 2.406
H 1.539 2.825 1.124
H 1.239 4.181 3.175
```

## Properties
Kohn-Sham gap (spin up / spin down): 6.0 / 6.1 eV
Total charge: +1
HOMO level (spin up / spin down): -10.46 / -10.45 eV
LUMO (spin up / spin down): -4.44 / -4.36 eV

Here are the Löwdin charges for atoms 1 to 4, given in e: number 1, Au, carries 1.0174; number 2, S, carries 0.6636; number 3, C, carries -0.7084; number 4, N, carries 0.0899

***

5.
# C21H20CeCl5O

C21H20CeCl5O as an isolated structure (wB97M-V/def2-TZVPD, OMol25).

Geometry as XYZ:
```
48
Properties=species:S:1:pos:R:3
Ce 0.330 -0.056 0.244
C -1.160 0.921 2.240
C -0.385 2.025 1.776
C -0.814 2.351 0.446
H 0.362 2.591 2.353
C -1.865 1.413 0.078
C -2.059 0.555 1.204
H -2.824 -0.245 1.266
H -1.084 0.457 3.217
H -0.480 3.181 -0.153
H -2.410 1.431 -0.844
C 0.518 -2.640 -0.251
C -0.852 -2.435 0.107
C -1.456 -1.642 -0.916
H -1.355 -2.844 0.983
C -0.472 -1.376 -1.910
C 0.756 -1.984 -1.492
H 1.699 -1.973 -2.057
H 1.251 -3.228 0.315
H -2.503 -1.329 -0.964
H -0.643 -0.861 -2.863
O 1.422 1.175 -1.064
C 1.091 1.866 -3.109
C 2.120 2.841 -2.566
C -0.341 2.287 -3.199
C 1.612 0.761 -3.985
C 2.318 2.204 -1.187
H 1.757 3.879 -2.526
H 3.059 2.853 -3.169
H 3.363 1.848 -1.061
H 2.213 2.983 -0.372
H -0.647 2.815 -4.192
H -0.592 2.971 -2.348
H -0.996 1.384 -3.082
H 2.029 1.111 -5.007
H 0.818 -0.004 -4.180
H 2.442 0.238 -3.450
Cl 3.312 -0.115 0.909
C 2.697 -0.910 2.353
C 1.342 -1.158 2.436
C 0.826 -1.843 3.515
Cl -0.865 -2.182 3.594
C 1.682 -2.282 4.559
Cl 1.053 -3.157 5.885
C 3.069 -1.991 4.493
Cl 4.116 -2.493 5.742
C 3.587 -1.290 3.377
Cl 5.249 -0.910 3.265
```

## Properties
Kohn-Sham gap (spin up / spin down): 1.6 / 1.6 eV
Total charge: -2
HOMO level (spin up / spin down): 2.28 / 2.25 eV
2S+1: 2
LUMO (spin up / spin down): 3.88 / 3.87 eV

Here are the Löwdin charges for atoms 1 to 4, given in e: number 1, Ce, carries 0.7564; number 2, C, carries -0.2314; number 3, C, carries -0.1915; number 4, C, carries -0.1774

***

6.
# C21H20CrF9N2O4

C21H20CrF9N2O4 as an isolated structure (wB97M-V/def2-TZVPD, OMol25).

Geometry as XYZ:
```
57
Properties=species:S:1:pos:R:3
Cr -0.035 0.163 -0.019
O -0.176 -1.358 3.672
C -0.238 -1.088 2.492
O 0.214 -0.038 1.895
C -0.880 -2.073 1.524
C -1.501 -3.255 1.962
C -2.029 -4.091 1.024
C -1.913 -3.780 -0.353
C -2.410 -4.624 -1.374
C -2.251 -4.287 -2.686
C -1.585 -3.093 -3.039
C -1.099 -2.253 -2.078
C -1.265 -2.583 -0.715
N -0.784 -1.745 0.252
H -1.541 -3.445 3.023
H -2.534 -5.003 1.315
H -2.915 -5.539 -1.094
H -2.635 -4.933 -3.464
H -1.464 -2.837 -4.083
H -0.604 -1.327 -2.343
C 0.122 3.287 -2.405
C 0.674 1.876 -2.591
C 2.198 1.904 -2.705
C 0.053 1.208 -3.816
O 0.329 1.114 -1.471
H 0.475 3.949 -3.196
H 0.444 3.685 -1.442
H -0.967 3.277 -2.414
H 2.514 2.478 -3.576
H 2.585 0.888 -2.799
H 2.628 2.363 -1.814
H 0.234 1.800 -4.713
H -1.024 1.112 -3.675
H 0.480 0.215 -3.966
F -4.703 2.942 0.291
C -3.453 2.653 0.682
F -2.658 3.617 0.229
F -3.429 2.702 2.017
C -2.976 1.253 0.176
O -1.653 1.194 0.317
C -3.417 1.092 -1.313
F -4.710 0.781 -1.455
F -2.704 0.121 -1.898
F -3.196 2.210 -2.011
C -3.693 0.148 1.017
F -3.632 -1.035 0.369
F -4.983 0.401 1.249
F -3.090 -0.021 2.190
C 4.972 0.534 0.728
C 4.402 -0.843 0.376
C 2.980 -0.751 0.079
N 1.859 -0.633 -0.141
H 6.017 0.428 1.010
H 4.429 0.973 1.562
H 4.905 1.208 -0.123
H 4.519 -1.544 1.204
H 4.899 -1.270 -0.497
```

## Properties
Kohn-Sham gap (spin up / spin down): 8.4 / 8.7 eV
Total charge: 0
HOMO level (spin up / spin down): -9.06 / -9.40 eV
2S+1: 4
LUMO (spin up / spin down): -0.62 / -0.74 eV
Energy relative to the best compared isomer or geometry (same formula, charge and spin): 10.2 kcal per mole

Here are the Löwdin charges for atoms 1 to 4, given in e: number 1, Cr, carries 0.9688; number 2, O, carries 0.0942; number 3, C, carries -0.5762; number 4, O, carries -0.1111

***

7.
# C21H20CrF9N2O4

C21H20CrF9N2O4 as an isolated structure (wB97M-V/def2-TZVPD, OMol25).

Geometry as XYZ:
```
57
Properties=species:S:1:pos:R:3
Cr -0.421 -0.294 0.585
O 3.427 -0.819 1.368
C 2.258 -0.478 1.380
O 1.545 -0.144 0.369
C 1.464 -0.384 2.667
C 2.032 -0.534 3.935
C 1.240 -0.344 5.038
C -0.095 0.075 4.860
C -0.918 0.419 5.950
C -2.216 0.809 5.751
C -2.729 0.882 4.450
C -1.949 0.580 3.361
C -0.617 0.165 3.538
N 0.170 -0.123 2.464
H 3.077 -0.794 4.005
H 1.615 -0.487 6.039
H -0.500 0.374 6.945
H -2.847 1.072 6.589
H -3.753 1.188 4.304
H -2.342 0.650 2.357
C -1.595 3.648 0.180
C -0.460 2.656 -0.140
C 0.790 3.006 0.686
C -0.132 2.694 -1.646
O -0.857 1.389 0.188
H -1.301 4.659 -0.082
H -1.820 3.610 1.242
H -2.490 3.386 -0.378
H 1.143 4.006 0.454
H 1.574 2.284 0.472
H 0.529 2.952 1.741
H 0.294 3.657 -1.921
H -1.040 2.519 -2.222
H 0.578 1.899 -1.870
F -5.231 -1.366 -1.447
C -4.332 -0.579 -0.844
F -3.926 0.316 -1.747
F -4.965 0.092 0.109
C -3.124 -1.391 -0.269
O -2.442 -0.667 0.602
C -2.255 -1.849 -1.485
F -1.679 -3.043 -1.309
F -1.238 -0.964 -1.654
F -2.908 -1.910 -2.641
C -3.679 -2.646 0.476
F -2.684 -3.223 1.160
F -4.214 -3.584 -0.311
F -4.605 -2.288 1.360
C 2.857 -4.105 0.389
C 1.348 -4.320 0.215
C 0.608 -3.124 0.487
N 0.026 -2.140 0.660
H 3.387 -4.987 0.039
H 3.111 -3.933 1.432
H 3.192 -3.245 -0.183
H 0.992 -5.118 0.873
H 1.120 -4.609 -0.818
```

## Properties
Kohn-Sham gap (spin up / spin down): 7.9 / 8.1 eV
Total charge: 0
HOMO level (spin up / spin down): -8.82 / -9.20 eV
2S+1: 4
LUMO (spin up / spin down): -0.93 / -1.13 eV
Energy relative to the best compared isomer or geometry (same formula, charge and spin): 20.1 kcal per mole

Here are the Löwdin charges for atoms 1 to 4, given in e: number 1, Cr, carries 0.9310; number 2, O, carries 0.0802; number 3, C, carries -0.5952; number 4, O, carries -0.1018

***

8.
# C21H20F3

A 2-piece molecular cluster, C21H20F3 overall (wB97M-V/def2-TZVPD, OMol25).

Geometry as XYZ:
```
44
Properties=species:S:1:pos:R:3
C -2.263 -3.361 1.869
C -2.088 -2.176 0.977
C -1.583 -0.996 1.428
C -1.666 0.189 0.650
H 0.067 0.763 0.610
C -2.002 0.117 -0.748
C -2.112 1.361 -1.596
C -2.471 -1.052 -1.270
C -2.550 -2.321 -0.437
H -2.640 -4.222 1.299
H -1.342 -3.628 2.364
H -2.965 -3.178 2.675
H -1.270 -0.911 2.468
H -1.937 1.100 1.136
H -1.773 2.257 -1.050
H -1.531 1.256 -2.529
H -3.159 1.513 -1.929
H -2.872 -1.102 -2.275
H -1.956 -3.089 -0.930
H -3.571 -2.713 -0.462
F 0.980 1.562 -4.224
C 1.052 2.175 -2.990
C 0.822 3.556 -3.002
C 0.852 4.132 -1.734
F 0.614 5.487 -1.656
C 1.060 3.427 -0.566
C 1.171 2.014 -0.580
C 1.002 1.225 0.713
C 1.911 0.043 1.069
C 2.311 -0.126 2.413
C 2.818 -1.330 2.883
C 2.968 -2.415 2.024
C 2.696 -2.185 0.691
F 2.851 -3.266 -0.170
C 2.258 -0.971 0.160
C 1.266 1.416 -1.841
H 0.668 4.140 -3.889
H 1.141 3.955 0.376
H 0.924 1.934 1.560
H 2.246 0.721 3.073
H 3.086 -1.429 3.937
H 3.338 -3.366 2.393
H 2.182 -0.860 -0.914
H 1.466 0.358 -1.974
```

## Properties
Kohn-Sham gap: 6.3 eV
Total charge: +1
HOMO level: -12.07 eV
LUMO: -5.78 eV
Energy relative to the best compared isomer or geometry (same formula, charge and spin): 0.3 kcal per mole

Here are the Löwdin charges for atoms 1 to 4, given in e: number 1, C, carries -0.0084; number 2, C, carries -0.1850; number 3, C, carries 0.0023; number 4, C, carries 0.0547